# 1
Here is a cluster of 2 separate species, C8H15N2O2P in total at a distorted geometry from the Open Molecules 2025 dataset. Energies are from the ωB97M-V functional and the def2-TZVPD basis.

Computed properties:
- energy above the lowest of the compared OMol25 structures with the same formula, charge and spin (kJ/mol) = 678.3
- HOMO level (spin up / spin down) (eV) = -9.0 / -9.0
- charge = 0
- orbital gap (spin up / spin down) (eV) = 7.74 / 7.90

Last column: Löwdin charge in e.
Atoms and positions in Å:
1 C 0.109 -3.289 1.588  -0.13
2 C 0.525 -2.014 1.528  -0.14
3 C 0.015 -2.727 -0.464  -0.22
4 C -1.221 1.334 1.245  -0.10
5 C -0.600 2.424 -0.940  -0.07
6 C -2.222 0.482 -0.876  -0.08
7 C 3.015 0.602 -0.149  -0.09
8 C -0.939 1.034 -0.173  -0.67
9 N -0.171 -3.737 0.291  0.07
10 N 0.354 -1.561 0.246  -0.15
11 O 1.444 -0.356 -2.899  -0.32
12 O 1.679 0.775 0.414  -0.35
13 P 0.609 0.053 -0.493  1.05
14 H -0.003 -3.914 2.458  0.10
15 H 0.817 -1.380 2.239  0.07
16 H -0.333 -2.551 -1.421  0.09
17 H -0.242 1.849 1.588  0.11
18 H -2.114 1.893 1.185  0.07
19 H -1.369 0.462 1.893  0.09
20 H -0.347 2.145 -1.937  0.05
21 H 0.363 2.828 -0.491  0.09
22 H -1.471 3.064 -0.875  0.08
23 H -2.141 0.513 -1.978  0.08
24 H -2.588 -0.548 -0.654  0.09
25 H -3.072 1.115 -0.563  0.08
26 H 3.243 -0.371 0.275  0.09
27 H 3.636 1.462 0.125  0.10
28 H 3.025 0.413 -1.162  0.01

Atomic forces in eV per Å
0.34 -0.80 -0.79
-1.43 -0.77 -1.33
-0.32 2.26 1.07
3.00 -0.29 1.29
1.39 -1.75 1.92
-0.14 -0.61 -0.39
0.16 -0.53 2.72
-0.17 0.23 -2.45
-0.28 -0.82 1.19
0.80 0.09 -1.12
-0.67 0.33 1.82
0.16 0.79 -0.33
-1.51 -1.96 -1.97
0.18 -0.11 -0.11
1.08 2.24 2.78
-0.16 -0.38 -2.19
-2.10 -0.22 0.16
-0.76 1.22 0.81
-0.07 0.04 -0.28
-0.11 0.14 -1.04
-1.49 0.04 -0.37
0.11 0.33 0.01
0.03 0.16 0.48
0.81 0.50 0.29
0.41 0.02 -0.28
1.34 0.18 0.38
-0.17 -0.53 0.19
-0.44 0.22 -2.47


# 2
Here is a structure of composition C18H36N5O2P3Sn at a distorted geometry from the Open Molecules 2025 dataset. Energies are from the ωB97M-V functional and the def2-TZVPD basis.

Computed properties:
- energy above the lowest of the compared OMol25 structures with the same formula, charge and spin (kJ/mol) = 0.0
- HOMO level (spin up / spin down) (eV) = -19.2 / -19.3
- charge = +4
- orbital gap (spin up / spin down) (eV) = 5.89 / 5.92

Last column: Löwdin charge in e.
Atoms and positions in Å:
1 P 3.357 -0.516 0.186  0.87
2 C 4.076 -0.790 1.807  -0.15
3 H 5.152 -0.576 1.759  0.09
4 H 3.935 -1.839 2.103  0.08
5 H 3.593 -0.125 2.530  0.08
6 C 3.619 -2.097 -0.676  -0.15
7 H 3.450 -2.045 -1.761  0.05
8 H 3.006 -2.900 -0.245  0.07
9 H 4.677 -2.389 -0.538  0.11
10 C 4.466 0.603 -0.695  -0.15
11 H 5.491 0.203 -0.637  0.10
12 H 4.451 1.593 -0.225  0.09
13 H 4.190 0.685 -1.755  0.06
14 P -0.816 3.025 -0.355  0.79
15 C -0.921 4.037 1.147  -0.23
16 H -1.404 4.988 0.916  0.08
17 H 0.082 4.216 1.541  0.06
18 H -1.514 3.493 1.887  0.06
19 C 0.125 4.142 -1.433  -0.26
20 H 0.069 3.817 -2.474  0.03
21 H 1.170 4.128 -1.109  0.05
22 H -0.262 5.158 -1.343  0.08
23 C -2.507 3.216 -0.984  -0.26
24 H -2.736 4.277 -1.095  0.07
25 H -3.201 2.769 -0.269  0.05
26 H -2.619 2.708 -1.944  0.03
27 P -2.788 -2.272 0.220  0.83
28 C -3.528 -2.554 1.797  -0.13
29 H -4.090 -3.481 1.641  0.09
30 H -4.223 -1.752 2.080  0.11
31 H -2.764 -2.716 2.568  0.09
32 C -3.976 -2.178 -1.089  -0.13
33 H -4.636 -3.027 -0.878  0.10
34 H -3.496 -2.345 -2.064  0.07
35 H -4.570 -1.253 -1.088  0.10
36 C -1.516 -3.433 -0.165  -0.16
37 H -2.001 -4.378 0.101  0.10
38 H -0.624 -3.285 0.457  0.03
39 H -1.283 -3.425 -1.237  0.05
40 Sn 0.029 -0.113 -1.393  1.33
41 C 1.764 0.396 0.501  -0.43
42 O 1.362 1.266 1.245  0.02
43 C -1.897 -0.662 0.342  -0.39
44 O -1.962 0.329 1.009  0.02
45 C -1.321 -0.318 -3.368  -0.09
46 C -0.658 -1.545 -3.172  -0.12
47 C 0.748 -1.581 -3.065  -0.12
48 C 1.497 -0.398 -3.263  -0.11
49 C 0.838 0.832 -3.444  -0.08
50 C -0.577 0.880 -3.458  -0.10
51 H -2.416 -0.276 -3.408  0.16
52 H -1.228 -2.473 -3.104  0.14
53 H 1.256 -2.522 -2.857  0.15
54 H 2.589 -0.431 -3.268  0.14
55 H 1.417 1.761 -3.536  0.17
56 H -1.095 1.843 -3.533  0.15
57 N 1.540 -4.104 3.513  0.14
58 N 0.694 -3.032 3.276  -0.21
59 N 0.647 -2.044 4.221  0.18
60 C 0.328 -1.013 3.458  -0.18
61 N 0.294 -1.281 2.141  -0.03
62 N 0.604 -2.554 2.000  0.03
63 H 1.343 -4.867 2.881  0.11
64 H 1.498 -4.357 4.492  0.13
65 H 0.114 -0.031 3.867  0.13

Atomic forces in eV per Å
2.99 -0.02 1.58
-0.02 -0.12 0.37
-0.24 -0.04 0.06
-0.03 0.28 0.04
0.22 -0.10 0.04
-1.34 -0.48 -0.46
0.03 0.05 0.32
0.11 0.17 -0.08
-0.29 0.54 0.25
-0.45 0.61 -0.28
-0.38 -0.08 0.08
0.05 -0.09 -0.14
0.12 0.10 0.28
-0.16 0.02 -0.54
0.29 -0.73 0.48
0.02 -0.06 -0.09
-0.14 0.04 0.09
0.08 0.21 0.09
0.38 -0.30 -0.03
0.04 0.17 -0.05
-0.06 0.16 -0.14
0.03 -0.02 -0.10
-0.07 -0.37 0.03
-0.09 -0.05 -0.06
-0.05 0.09 -0.10
-0.17 0.12 -0.06
0.24 0.95 0.92
-0.28 -0.44 0.18
-0.18 -0.08 0.41
0.22 -0.16 -0.10
-0.19 0.10 -0.16
-0.18 0.14 -0.36
-0.18 0.03 -0.25
-0.24 0.07 0.25
0.14 -0.29 0.08
-0.08 -0.34 -0.13
0.35 -0.33 -0.20
-0.26 -0.06 -0.11
-0.10 -0.16 0.40
-0.85 2.19 7.73
-2.38 2.32 0.38
2.35 -3.05 -2.36
0.63 3.15 0.25
-0.48 -2.71 -1.28
-0.46 -0.11 -1.18
-0.16 -0.43 -1.40
0.21 -0.55 -1.38
0.38 -0.06 -1.21
0.41 0.30 -1.01
-0.24 0.15 -0.99
0.47 -0.02 -0.02
0.19 0.31 -0.02
-0.11 0.14 -0.14
-0.36 0.00 0.07
-0.27 -0.40 0.01
0.22 -0.38 -0.03
-0.07 0.01 -0.07
1.89 1.96 -0.48
-0.80 -1.39 -2.10
-0.11 0.79 0.62
0.11 -0.72 -0.29
-0.41 -0.43 2.25
-0.23 -0.23 0.11
-0.14 -0.16 0.14
0.10 -0.21 -0.06


# 3
Here is a structure of composition C48H52BrIrNO3PSi at a distorted geometry from the Open Molecules 2025 dataset. Energies are from the ωB97M-V functional and the def2-TZVPD basis.

Computed properties:
- energy above the lowest of the compared OMol25 structures with the same formula, charge and spin (kJ/mol) = 0.0
- spin multiplicity = 5
- HOMO level (spin up / spin down) (eV) = -6.3 / -6.6
- charge = 0
- orbital gap (spin up / spin down) (eV) = 6.86 / 4.57

Last column: Löwdin spin population.
Atoms and positions in Å:
1 Ir -1.512 -0.941 0.391  0.67
2 O -3.304 -2.941 -0.514  0.08
3 C -2.871 -2.389 0.489  0.05
4 C -3.335 -2.854 1.849  0.01
5 C -4.002 -4.062 2.010  0.00
6 C -4.377 -4.469 3.280  0.00
7 C -4.085 -3.674 4.386  0.00
8 C -3.429 -2.463 4.223  0.00
9 C -3.063 -2.047 2.949  0.01
10 P -2.224 -0.500 2.480  0.04
11 C -1.054 -0.218 3.840  0.01
12 C -0.906 1.019 4.457  0.00
13 C 0.056 1.201 5.439  0.00
14 C 0.877 0.146 5.810  0.00
15 C 0.734 -1.093 5.200  0.00
16 C -0.223 -1.273 4.215  0.00
17 C -3.480 0.805 2.595  0.25
18 C -3.699 1.730 1.418  0.11
19 C -5.104 2.253 1.382  0.22
20 C -5.893 2.267 2.478  0.01
21 C -5.462 1.662 3.688  0.31
22 C -4.295 0.881 3.690  0.01
23 H -4.203 -4.670 1.137  0.00
24 H -4.887 -5.414 3.417  0.00
25 H -4.368 -4.003 5.378  0.00
26 H -3.177 -1.861 5.089  0.00
27 H -1.544 1.845 4.166  0.00
28 H 0.172 2.170 5.909  0.00
29 H 1.632 0.291 6.573  0.00
30 H 1.377 -1.917 5.482  0.00
31 H -0.323 -2.234 3.722  0.00
32 H -3.477 1.199 0.486  0.03
33 H -5.448 2.680 0.448  0.01
34 H -6.880 2.711 2.433  -0.01
35 H -6.086 1.707 4.569  0.02
36 H -4.074 0.278 4.563  0.00
37 C 2.611 -2.400 -0.528  0.00
38 Si 1.379 -2.440 0.904  0.01
39 C 0.169 -3.831 0.583  0.00
40 C 2.291 -2.964 2.476  0.00
41 N 0.558 -0.922 1.071  0.09
42 C 1.223 0.245 1.406  0.02
43 C 2.616 0.267 1.663  0.00
44 C 3.311 1.407 2.028  0.00
45 C 2.653 2.620 2.149  0.00
46 C 1.293 2.654 1.880  0.00
47 C 0.610 1.511 1.512  0.01
48 O -0.769 1.557 1.300  0.06
49 C -1.391 2.649 0.766  0.21
50 C -2.675 2.979 1.451  0.12
51 C -3.274 4.240 0.890  0.21
52 C -2.769 4.882 -0.189  0.02
53 C -1.598 4.420 -0.840  0.32
54 C -0.916 3.305 -0.323  0.01
55 H 2.697 -3.388 -0.992  0.00
56 H 3.611 -2.098 -0.205  0.00
57 H 2.287 -1.693 -1.298  0.00
58 H 0.710 -4.781 0.677  0.00
59 H -0.280 -3.802 -0.412  0.00
60 H -0.639 -3.838 1.319  0.00
61 H 3.262 -3.414 2.238  0.00
62 H 1.706 -3.717 3.014  0.00
63 H 2.468 -2.129 3.156  0.00
64 H 3.165 -0.659 1.562  0.00
65 H 4.377 1.345 2.214  0.00
66 H 3.178 3.523 2.433  0.00
67 H 0.748 3.587 1.956  0.00
68 H -2.481 3.135 2.521  0.03
69 H -4.138 4.635 1.407  0.01
70 H -3.258 5.779 -0.551  -0.01
71 H -1.213 4.938 -1.708  0.02
72 H 0.001 2.951 -0.776  0.00
73 C 3.550 -1.191 -6.593  0.00
74 C 2.539 -1.968 -5.746  0.02
75 C 3.265 -3.120 -5.031  0.02
76 C 1.470 -2.543 -6.689  0.01
77 C 1.886 -1.097 -4.683  0.21
78 C 0.804 -1.613 -3.936  0.00
79 C 0.234 -0.844 -2.975  0.15
80 Br -1.243 -1.563 -2.029  0.05
81 C 0.674 0.505 -2.644  0.07
82 O 0.054 1.177 -1.815  0.29
83 C 1.846 0.987 -3.377  0.16
84 C 2.364 0.188 -4.370  -0.01
85 C 2.406 2.380 -3.106  0.02
86 C 1.363 3.394 -3.611  0.01
87 C 3.730 2.623 -3.841  0.00
88 C 2.671 2.609 -1.610  0.01
89 H 3.950 -1.849 -7.366  0.00
90 H 4.392 -0.831 -5.999  0.00
91 H 3.080 -0.337 -7.087  0.00
92 H 3.775 -3.751 -5.761  0.00
93 H 2.562 -3.742 -4.472  0.00
94 H 4.007 -2.735 -4.328  0.00
95 H 1.952 -3.148 -7.459  0.00
96 H 0.914 -1.741 -7.180  0.00
97 H 0.756 -3.181 -6.168  0.00
98 H 0.429 -2.614 -4.102  0.00
99 H 3.200 0.563 -4.938  0.00
100 H 1.126 3.217 -4.663  0.00
101 H 1.755 4.409 -3.511  0.00
102 H 0.440 3.320 -3.033  0.00
103 H 3.593 2.753 -4.918  0.00
104 H 4.436 1.807 -3.673  0.00
105 H 4.182 3.537 -3.456  0.00
106 H 1.805 2.393 -0.991  0.00
107 H 2.955 3.652 -1.454  0.00
108 H 3.496 1.980 -1.266  0.00

Atomic forces in eV per Å
-0.17 0.23 1.77
-0.01 -0.05 0.19
0.26 0.25 -0.55
-0.01 -0.03 0.02
-0.01 -0.04 -0.01
0.00 0.01 0.02
0.01 0.02 -0.01
0.02 0.01 0.03
0.00 0.05 -0.07
0.00 -0.15 -0.39
0.08 -0.04 -0.07
-0.06 0.01 0.00
0.04 -0.02 0.02
-0.01 0.03 -0.01
0.00 0.00 -0.01
-0.02 0.04 -0.01
0.10 0.09 -0.18
0.06 0.14 0.09
0.06 -0.08 -0.04
-0.02 -0.03 0.10
-0.04 0.03 -0.03
0.02 -0.01 0.00
0.00 0.03 0.01
0.01 0.02 0.00
0.01 -0.01 -0.01
-0.03 0.00 -0.01
0.02 0.00 0.00
-0.01 -0.02 -0.02
-0.02 -0.01 -0.02
-0.01 0.01 -0.01
0.01 0.00 0.02
-0.02 -0.03 -0.05
0.00 0.01 0.03
0.02 0.00 -0.01
0.02 -0.01 0.00
-0.03 0.00 0.01
0.08 -0.02 -0.03
-0.01 -0.02 0.04
-0.03 -0.09 -0.09
0.06 0.00 0.05
-0.15 0.35 -0.39
0.16 -0.27 -0.03
-0.07 -0.07 -0.02
-0.01 -0.02 -0.03
-0.03 0.01 -0.04
-0.06 0.10 0.06
-0.06 -0.01 -0.17
0.03 -0.24 0.23
-0.04 0.18 -0.11
-0.23 -0.09 -0.08
0.03 -0.05 0.06
0.05 -0.03 -0.04
-0.06 0.01 0.06
0.12 0.21 0.13
0.01 0.04 0.03
-0.04 -0.01 -0.03
0.00 -0.02 0.00
-0.01 0.07 -0.01
-0.01 -0.01 0.08
0.03 -0.02 -0.01
-0.06 0.01 0.01
0.03 0.05 -0.01
0.01 -0.02 -0.02
0.06 0.00 0.02
-0.03 -0.04 -0.01
-0.01 -0.02 0.01
-0.03 -0.03 -0.02
0.05 0.02 0.05
-0.02 0.01 -0.04
0.01 0.00 0.02
-0.01 -0.01 0.00
-0.28 0.24 0.14
-0.02 0.00 0.03
0.00 -0.01 -0.02
-0.01 0.00 0.03
-0.01 0.04 0.01
-0.04 0.00 0.06
0.12 0.08 -0.03
-0.05 -0.02 0.22
-0.02 -0.17 -0.63
0.00 -0.18 -0.13
0.07 -0.24 -0.08
0.11 0.04 -0.09
0.02 -0.09 0.04
-0.11 0.00 0.01
-0.08 0.04 0.08
-0.09 -0.01 -0.06
0.07 -0.15 0.04
0.00 0.01 0.00
-0.01 -0.02 -0.02
0.03 -0.01 0.00
-0.02 0.01 0.01
0.03 0.01 -0.01
-0.01 -0.02 -0.02
-0.01 0.01 0.01
0.01 -0.03 0.00
0.02 0.02 0.00
0.05 0.02 -0.07
0.01 0.00 -0.01
0.03 0.03 0.02
0.00 -0.02 0.00
0.05 0.01 -0.06
0.00 -0.06 0.02
0.03 0.05 0.03
-0.02 0.03 -0.03
0.13 -0.04 0.00
0.01 -0.02 0.00
-0.03 0.01 0.02


Q: Among the records above, which one has the highest energy above the lowest of the compared OMol25 structures with the same formula, charge and spin?
A: C8H15N2O2P